This record from the Open Molecules 2025 dataset describes the molecule C32H35FN4O5. The level of theory is the ωB97M-V functional and the def2-TZVPD basis.

Computed properties:
HOMO-LUMO gap	7.832	eV
SMILES	O=C(CCCC(=O)N(c1ccc2c(c1)OCCO2)[C@@H](C(=O)NC1CCCCC1)c1ccc(F)cc1)Nc1ccccn1
E_LUMO	0.06	eV
ΔE to the lowest compared entry with this formula, charge and spin	2509.4	kJ/mol
spin multiplicity	1
highest occupied orbital energy	-7.77	eV

The geometry in XYZ format:
```
77
Properties=species:S:1:pos:R:3:forces:R:3
O -0.320 0.787 -1.632 -2.1 -0.9 0.6
C 0.092 0.367 -2.692 3.7 0.0 -1.2
C -0.278 -0.815 -3.680 -1.9 3.9 3.6
C -1.620 -1.090 -3.155 -1.1 -5.9 -1.2
C -1.610 -2.377 -2.324 3.9 -1.0 4.0
C -0.478 -2.152 -1.143 -0.2 -2.3 2.8
O 0.678 -2.546 -1.186 -0.4 0.6 -1.5
N -0.926 -1.796 0.181 0.5 -0.7 -2.7
C -2.276 -1.740 0.326 -5.0 7.5 1.3
C -3.161 -2.650 1.093 11.5 2.2 -5.0
C -4.309 -2.615 1.397 -13.1 8.6 1.4
C -4.956 -0.979 1.003 -1.3 -7.7 2.8
C -4.176 -0.150 0.410 3.3 3.6 -2.6
C -2.770 -0.290 0.094 -8.2 -14.0 9.6
O -4.738 1.047 0.004 1.3 -0.5 -0.8
C -5.896 1.275 0.683 -5.2 3.6 -10.7
C -6.947 0.212 0.517 1.5 -0.3 -0.7
O -6.297 -0.821 1.172 0.8 -3.3 1.3
C -0.134 -1.833 1.384 3.7 -10.6 -4.6
C 1.343 -1.587 1.184 -1.5 -2.5 2.8
O 2.253 -2.164 1.734 0.5 -0.7 0.3
N 1.306 -0.501 0.614 1.9 13.0 -7.9
C 2.550 0.385 0.241 -0.4 -3.4 8.0
C 3.407 0.855 1.664 6.6 -6.1 -13.5
C 4.725 1.383 1.069 -1.2 4.9 4.3
C 5.684 0.632 0.268 -4.7 -3.7 0.7
C 4.901 0.135 -0.890 -1.7 2.6 -4.9
C 3.414 -0.355 -0.516 6.2 -8.9 -6.0
C -0.658 -1.407 2.547 0.3 10.5 -3.0
C -0.842 0.038 2.604 -3.5 -2.5 4.4
C -1.667 0.687 3.631 5.2 -4.8 -1.4
C -1.664 0.025 4.824 -0.7 -6.9 -2.5
F -2.456 0.396 5.783 -0.5 1.0 2.0
C -1.412 -1.510 4.719 -1.8 1.9 3.0
C -0.953 -2.098 3.524 -0.8 -8.1 11.0
N 1.215 0.952 -3.151 3.0 0.8 -3.4
C 1.968 2.099 -2.829 2.6 -2.2 -3.8
C 1.684 2.858 -1.779 -4.1 1.7 3.4
C 2.473 3.882 -1.415 2.1 6.1 2.5
C 3.602 4.422 -2.184 -1.9 -7.0 -1.8
C 3.914 3.448 -3.218 -3.3 -2.2 -0.8
N 3.070 2.237 -3.684 -0.1 4.4 4.5
H 0.365 -1.621 -3.592 1.5 -1.4 0.2
H -0.282 -0.360 -4.613 0.1 0.5 -1.9
H -2.129 -1.739 -3.816 -1.5 0.9 -2.6
H -2.299 -0.455 -2.720 -0.9 2.3 0.7
H -2.551 -2.629 -1.749 0.9 0.2 -1.3
H -1.067 -3.296 -2.847 -1.6 1.9 0.7
H -2.749 -3.524 1.182 3.0 -5.2 1.1
H -5.000 -3.149 1.970 -0.6 -1.2 0.4
H -2.288 0.133 -0.505 7.3 7.6 -8.5
H -5.720 1.485 1.580 1.1 2.1 7.7
H -6.392 2.221 -0.045 1.3 -1.9 2.8
H -7.055 -0.089 -0.606 -0.5 0.9 1.9
H -7.797 0.349 1.204 -0.3 0.5 -1.3
H 0.166 -3.085 1.509 -1.5 2.4 0.1
H 0.535 0.039 -0.077 1.7 -3.0 2.8
H 2.447 1.279 -0.162 -2.1 4.0 -1.8
H 2.862 1.432 2.018 -8.4 10.3 6.0
H 3.586 0.139 2.258 1.0 -5.9 4.2
H 5.188 1.782 1.995 0.7 -0.6 0.0
H 4.453 2.430 0.775 0.3 -0.7 -1.3
H 6.456 1.154 -0.057 3.9 2.1 -0.9
H 5.831 -0.296 0.799 1.3 -0.2 0.7
H 5.498 -0.584 -1.587 -1.4 0.9 1.4
H 4.758 1.172 -1.645 0.3 -2.7 1.8
H 2.984 -0.969 -1.609 0.7 2.4 2.9
H 3.760 -1.428 -0.049 -1.4 2.5 -0.3
H -0.750 0.412 1.696 0.5 2.6 -3.7
H -1.961 1.622 3.564 -1.5 4.4 -0.6
H -1.831 -2.184 5.682 1.6 2.0 -2.8
H -0.554 -3.265 3.672 -1.6 3.0 -0.9
H 1.744 0.651 -4.021 -1.6 -0.4 1.2
H 0.629 2.729 -1.275 2.6 0.0 -0.7
H 2.275 4.637 -0.414 0.0 -2.7 -2.8
H 4.418 4.942 -1.803 0.8 1.6 0.6
H 4.732 3.417 -3.904 0.8 0.7 0.0
```
Forces are in eV/Å.